# 1
C20H35N5 | ωB97M-V with the def2-TZVPD basis set

Results
Electronic energy   -1056.8110 hartree
Structure (SMILES)   CCCC#N.CCCC#N.CCCC#N.CCCC#N.CCCC#N
Gap between HOMO and LUMO   0.4324 Ha

Structure (XYZ):
```
60
Properties=species:S:1:pos:R:3:forces:R:3
C -4.105 0.049 0.493 -0.52 0.05 0.55
C -2.720 -0.324 0.977 -0.08 -0.22 0.21
C -1.606 0.605 0.506 -0.13 -0.39 0.07
C -1.864 2.017 0.744 0.17 0.20 0.01
N -1.990 3.139 0.950 -0.07 0.07 0.00
H -4.484 0.893 1.077 0.09 0.13 -0.24
H -4.799 -0.766 0.715 0.03 -0.02 -0.23
H -4.169 0.304 -0.563 0.10 -0.08 -0.09
H -2.450 -1.331 0.657 0.05 0.01 -0.06
H -2.735 -0.362 2.068 0.08 0.03 0.00
H -1.456 0.446 -0.562 0.24 0.20 -0.03
H -0.702 0.342 1.055 0.15 -0.03 -0.24
C 2.139 1.976 0.718 -2.02 -1.03 0.17
C 1.730 3.410 0.464 1.27 0.65 -0.01
C 1.692 4.197 1.780 -0.76 -0.31 0.03
C 1.534 5.628 1.573 0.21 -0.38 0.04
N 1.378 6.743 1.380 -0.04 0.66 -0.14
H 2.162 1.392 -0.203 0.46 0.14 -0.07
H 1.283 1.518 1.247 0.29 -0.03 0.08
H 2.989 1.773 1.363 0.38 0.43 -0.25
H 0.760 3.505 -0.014 -0.09 -0.31 0.00
H 2.460 3.872 -0.213 -0.08 0.10 0.11
H 2.553 3.980 2.409 0.13 0.14 -0.02
H 0.793 3.884 2.326 0.19 -0.08 0.10
C 1.813 4.718 -4.707 -0.61 0.14 -0.28
C 0.469 5.135 -4.099 0.57 0.01 0.04
C 0.317 4.622 -2.663 -0.28 -0.03 -0.33
C 0.120 3.173 -2.583 0.03 -0.49 0.00
N -0.070 2.037 -2.526 0.13 0.47 -0.01
H 1.843 5.032 -5.752 0.11 0.00 0.00
H 1.907 3.631 -4.696 0.22 0.01 0.11
H 2.640 5.202 -4.191 0.11 -0.19 0.10
H -0.343 4.799 -4.741 -0.15 0.05 0.11
H 0.442 6.223 -4.018 -0.17 0.01 -0.21
H -0.557 5.075 -2.192 0.16 0.08 0.18
H 1.226 4.905 -2.132 -0.15 -0.09 0.33
C 3.336 -1.699 -0.045 -0.15 -0.07 -0.18
C 2.571 -2.915 -0.563 -0.02 0.21 0.46
C 1.858 -3.683 0.555 -0.33 -0.56 -0.34
C 0.899 -2.832 1.246 0.16 0.08 0.10
N 0.158 -2.100 1.726 -0.20 0.12 0.11
H 3.574 -1.042 -0.881 0.14 0.06 0.08
H 4.259 -1.969 0.467 0.00 -0.04 0.03
H 2.702 -1.144 0.649 0.09 0.10 -0.01
H 3.232 -3.612 -1.075 -0.04 0.04 -0.17
H 1.798 -2.564 -1.248 0.10 -0.13 -0.20
H 2.526 -4.161 1.270 0.09 0.20 0.10
H 1.270 -4.500 0.120 0.11 0.01 0.05
C -2.751 -4.532 1.403 0.27 0.29 0.43
C -3.014 -5.962 1.884 0.37 0.68 0.21
C -1.802 -6.892 1.729 0.05 0.40 -0.46
C -0.550 -6.336 2.246 -0.55 -0.29 0.14
N 0.435 -5.956 2.687 0.52 0.31 0.08
H -2.790 -4.364 0.327 -0.03 -0.22 -0.06
H -1.775 -4.197 1.767 0.02 -0.04 -0.17
H -3.444 -3.843 1.890 -0.21 -0.07 -0.25
H -3.857 -6.403 1.359 -0.12 -0.09 0.13
H -3.247 -5.850 2.945 -0.16 -0.41 -0.02
H -1.623 -7.046 0.658 -0.10 -0.34 0.12
H -1.965 -7.840 2.237 -0.04 -0.15 -0.20
```
Forces are in eV/Å.

=====

# 2
C6H5BrCl2S | ωB97M-V with the def2-TZVPD basis set

Results
2S+1   3
<S²>   2.029
Electronic energy   -4124.0278 hartree
Gap between HOMO and LUMO (spin up / spin down)   0.2440 / 0.2276 Ha

Structure (XYZ):
```
15
Properties=species:S:1:pos:R:3:forces:R:3
C -0.724 -1.320 -0.056 5.16 -5.28 -2.43
C 0.737 -1.561 -0.163 -3.54 -1.34 -0.97
C -0.983 1.003 0.589 -0.32 -1.08 -0.33
C -1.422 -0.244 0.280 -2.77 4.61 2.23
C 1.654 -0.617 0.196 0.98 0.43 1.73
C -0.029 1.749 -0.010 1.68 1.08 -1.57
S 0.634 1.421 -1.611 2.27 3.45 0.77
Cl -3.162 -0.382 0.704 0.76 -0.72 -0.04
Cl 0.393 3.261 0.703 0.16 -0.23 -0.22
Br 3.491 -0.968 0.222 -0.05 -0.06 -0.34
H -1.381 -2.118 -0.308 0.10 -1.06 -0.47
H 1.034 -2.572 -0.688 -0.50 2.22 1.39
H -1.487 1.430 1.375 -1.34 1.50 1.52
H 1.455 0.331 0.728 -0.05 -1.14 -0.40
H -0.209 0.587 -1.962 -2.54 -2.40 -0.86
```
Forces are in eV/Å.

=====

# 3
C20H17ClCoI2N4OS | ωB97M-V with the def2-TZVPD basis set

Results
2S+1   4
<S²>   3.793
Net charge   -2
Electronic energy   -3903.0301 hartree
Gap between HOMO and LUMO (spin up / spin down)   0.1044 / 0.1757 Ha

Structure (XYZ):
```
47
Properties=species:S:1:pos:R:3:forces:R:3
Co -0.840 9.653 14.234 0.06 -0.33 0.19
C 0.158 13.864 14.646 -0.75 1.33 -2.10
N -0.583 13.242 15.655 -0.83 -1.14 1.43
C -1.707 13.766 16.252 0.04 -3.57 0.43
C -2.439 12.725 16.776 0.46 2.23 0.07
N -1.767 11.548 16.516 -0.26 -0.33 -0.17
C -0.616 11.831 15.711 -0.20 -0.06 0.39
S 0.963 11.091 16.017 0.32 -0.01 0.55
C -2.325 10.303 16.713 0.56 -0.80 -0.95
C -3.309 10.047 17.660 -0.98 1.41 1.07
C -3.765 8.782 17.898 1.16 -0.53 -1.72
C -3.206 7.742 17.131 -1.02 -1.72 -0.09
C -2.265 8.024 16.114 -0.76 0.37 0.21
N -1.906 9.306 15.899 0.72 0.08 0.32
H 0.569 14.840 14.945 0.12 -0.42 0.07
H -0.563 14.045 13.798 0.79 0.03 0.29
H 0.902 13.170 14.285 0.41 0.09 0.06
H -1.921 14.763 16.159 -0.61 2.17 0.00
H -3.374 12.802 17.316 0.23 -0.22 -0.21
H -3.813 10.869 18.189 0.56 -0.25 -0.17
H -4.584 8.631 18.559 -0.41 -0.27 0.52
H -3.711 6.716 17.246 1.32 1.47 -0.30
H -1.829 7.321 15.349 -0.60 0.53 1.03
Cl 2.687 6.827 8.985 -0.02 -0.06 0.16
C 1.689 7.035 10.433 -0.66 -1.16 -0.73
C 0.965 5.952 10.892 0.94 -0.12 -0.10
C 0.180 6.138 11.985 -1.14 -0.39 1.65
I -0.531 4.475 13.092 -0.07 -0.18 -0.30
C -0.082 7.355 12.656 0.23 -0.13 -0.19
O -0.793 7.478 13.725 0.02 0.00 -0.47
C 0.538 8.475 12.033 -0.26 -0.77 -0.35
N 0.177 9.677 12.572 1.07 1.42 -0.68
C 0.814 10.759 12.025 0.42 0.08 -1.05
C 1.718 10.686 10.966 -0.31 -1.08 1.21
C 2.102 9.429 10.420 -0.13 1.83 0.01
C 1.433 8.298 10.920 0.29 1.21 0.73
H 1.112 4.970 10.504 0.12 -0.47 -0.31
H 0.572 11.755 12.366 -0.29 -0.05 0.45
H 2.251 11.575 10.697 0.03 0.50 -0.30
H 2.875 9.419 9.661 -0.21 -0.38 0.05
C 0.915 9.465 15.322 0.28 0.49 -1.70
H 1.747 9.412 14.544 -0.93 -0.40 1.38
H 0.840 8.700 16.090 0.39 -0.10 -0.09
I -3.233 12.192 13.270 -0.08 -0.28 -0.17
C -2.538 10.087 13.221 1.37 -0.05 -0.16
H -2.270 9.907 12.176 -0.52 0.22 0.01
H -3.382 9.505 13.528 -0.84 -0.17 0.03
```
Forces are in eV/Å.

=====

# 4
C18H31MnN2OPSSi | ωB97M-V with the def2-TZVPD basis set

Results
2S+1   4
<S²>   4.034
Electronic energy   -3069.0079 hartree
Gap between HOMO and LUMO (spin up / spin down)   0.1340 / 0.1220 Ha

Structure (XYZ):
```
56
Properties=species:S:1:pos:R:3:forces:R:3
Mn -0.432 -2.015 0.431 -0.32 1.08 -0.28
Si -0.019 -3.211 -1.552 -0.50 0.17 0.83
P 2.004 1.904 -2.224 -0.67 -0.96 0.40
N -1.653 -0.696 0.265 1.39 -0.49 0.05
H 2.759 1.571 -1.046 -0.53 0.83 -1.21
C 2.083 3.676 -2.508 0.34 0.33 0.10
H 2.167 3.894 -3.581 -0.08 -0.09 0.29
H 2.973 4.061 -1.994 -0.24 0.07 -0.21
H 1.189 4.169 -2.105 0.24 -0.18 -0.06
C 2.711 0.985 -3.603 0.40 0.06 -0.24
H 2.595 1.576 -4.522 -0.01 -0.21 0.24
H 2.211 0.014 -3.728 0.10 0.30 0.22
H 3.782 0.820 -3.426 -0.25 0.03 -0.12
C 0.314 1.352 -1.954 -0.15 0.12 0.03
H -0.372 1.915 -2.605 0.25 -0.15 0.14
H 0.025 1.518 -0.907 -0.04 -0.16 -0.18
H 0.212 0.275 -2.160 0.08 0.19 0.23
C 1.829 -3.637 -1.633 0.33 -0.27 -0.26
H 2.330 -3.410 -0.680 -0.10 -0.11 -0.31
H 2.297 -3.039 -2.427 0.15 -0.21 0.13
H 1.938 -4.706 -1.861 0.27 0.30 0.00
H -0.742 -4.528 -1.612 0.04 0.00 -0.53
H -0.345 -2.427 -2.792 0.02 -0.23 -0.35
C -2.913 -0.527 -0.052 -0.74 0.30 -0.44
C -4.933 0.852 0.058 -0.11 -0.52 -0.36
C -3.646 0.582 0.485 -0.15 -0.23 -0.19
C -3.581 -1.391 -0.987 -0.19 0.28 -0.04
C -4.855 -1.083 -1.430 0.01 0.33 0.43
C -5.544 0.029 -0.908 -0.24 0.23 -0.07
H -5.472 1.707 0.468 0.06 -0.18 -0.10
H -3.144 1.199 1.232 -0.13 -0.04 -0.17
H -3.033 -2.265 -1.355 -0.18 0.36 0.10
H -5.338 -1.711 -2.179 0.08 0.11 0.19
H -6.553 0.252 -1.257 0.26 -0.04 0.10
C 2.919 0.085 0.157 -1.71 -3.46 0.71
O 1.984 -0.662 -0.217 2.20 2.34 0.37
C 2.768 0.948 1.382 0.01 0.52 0.01
H 3.716 1.424 1.658 -0.22 -0.05 -0.05
H 2.417 0.336 2.223 -0.07 0.02 -0.30
H 2.020 1.729 1.191 0.04 -0.12 0.20
C 4.316 -0.100 -0.374 0.18 0.27 -0.53
H 4.863 0.853 -0.392 -0.01 -0.17 0.02
H 4.289 -0.531 -1.380 0.04 -0.09 0.24
H 4.870 -0.777 0.293 -0.25 0.13 -0.11
S 0.276 -2.240 2.608 0.07 0.10 1.23
C -0.619 -0.984 3.373 0.57 -1.64 0.08
N -1.272 -1.333 4.530 -0.32 0.77 0.21
C -1.920 -0.426 5.327 0.47 0.40 -0.60
C -1.918 0.906 4.964 -0.47 -0.69 0.94
C -1.304 1.294 3.766 0.74 -0.57 -0.99
C -0.670 0.349 2.966 -0.60 1.34 0.33
H -1.251 -2.320 4.789 0.05 0.40 -0.21
H -2.380 -0.830 6.223 0.03 0.19 -0.18
H -2.398 1.640 5.608 0.06 -0.27 -0.17
H -1.313 2.340 3.456 -0.05 -0.30 0.11
H -0.237 0.595 1.999 -0.16 -0.11 0.31
```
Forces are in eV/Å.

=====

# 5
C4H13N2S | ωB97M-V with the def2-TZVPD basis set

Results
Net charge   +1
Electronic energy   -667.6257 hartree
Gap between HOMO and LUMO   0.3550 Ha

Structure (XYZ):
```
20
Properties=species:S:1:pos:R:3:forces:R:3
C 1.785 -2.059 0.405 -0.05 -0.38 0.94
S 0.099 -1.691 1.092 0.79 -0.58 -0.47
C -1.046 -2.167 -0.254 0.46 0.83 2.11
H 2.068 -1.435 -0.463 -0.31 -0.45 0.46
H 1.801 -3.154 0.206 0.13 0.90 -0.15
H 2.489 -1.876 1.264 -0.69 -0.09 -0.93
H -2.005 -1.900 0.129 -0.85 0.28 0.21
H -0.862 -1.641 -1.133 0.43 0.66 -1.60
H -1.050 -3.202 -0.361 0.23 -1.74 -0.43
C -0.047 2.501 -0.953 0.07 -0.29 0.26
C -0.518 1.373 -0.346 0.27 0.14 -1.17
N -0.517 1.290 1.129 1.84 0.67 -0.29
N 0.106 2.818 -2.297 -0.19 -1.69 2.35
H 0.340 3.314 -0.316 -0.24 -0.49 -0.13
H -0.866 0.433 -0.821 0.26 1.09 0.29
H -0.095 0.390 1.472 -0.28 -0.30 -0.72
H 0.126 2.010 1.507 -0.97 -0.07 0.01
H -1.446 1.325 1.499 -0.69 0.48 0.56
H -0.501 2.376 -2.935 -0.49 -0.51 -0.80
H 0.248 3.770 -2.451 0.27 1.55 -0.48
```
Forces are in eV/Å.